1.
Here is a structure of composition C34H60N6O3Si2SnTe in a non-equilibrium geometry from the Open Molecules 2025 dataset. Energies are from ωB97M-V/def2-TZVPD.

Properties
Energy relative to the best compared isomer or geometry (same formula, charge and spin), kcal per mole: 10.6
E_LUMO, Ha: -0.2489
Net charge: +2
Total energy, a.u.: -2946.73632
HOMO energy, hartree: -0.442
Frontier orbital gap, eV: 5.2

Last column: Mulliken charge in e.
Atoms and positions in Å:
Sn (0.010, -0.086, 0.062)  2.323
C (3.046, -2.532, -2.201)  -0.775
Si (1.219, -2.292, -2.138)  0.173
C (0.262, -3.637, -2.978)  -1.022
C (0.754, -0.682, -2.925)  -0.305
N (0.638, -2.143, -0.431)  0.376
C (0.591, -3.037, 0.478)  0.702
C (1.225, -4.366, 0.437)  -0.966
C (1.083, -5.223, 1.449)  -0.879
C (0.336, -4.868, 2.674)  -1.011
C (-0.257, -3.683, 2.820)  -0.806
C (-0.242, -2.702, 1.723)  0.199
N (-0.884, -1.602, 1.690)  -0.005
Si (-2.142, -0.997, 2.829)  0.196
C (-2.966, 0.437, 1.958)  -0.404
C (-3.420, -2.306, 3.073)  -1.069
C (-1.290, -0.422, 4.361)  -1.046
H (3.334, -2.735, -3.241)  0.477
H (3.402, -3.369, -1.588)  0.438
H (3.572, -1.627, -1.879)  -0.253
H (0.577, -3.687, -4.028)  0.456
H (-0.807, -3.393, -2.963)  0.215
H (0.392, -4.633, -2.545)  0.371
H (0.922, -0.742, -4.010)  0.700
H (1.350, 0.155, -2.538)  -0.634
H (-0.309, -0.461, -2.768)  0.007
H (1.828, -4.625, -0.427)  0.357
H (1.550, -6.197, 1.394)  0.476
H (0.301, -5.586, 3.485)  0.469
H (-0.749, -3.415, 3.750)  0.455
H (-2.670, 0.540, 0.906)  -0.055
H (-2.765, 1.383, 2.469)  -0.071
H (-4.054, 0.289, 1.962)  0.586
H (-3.987, -2.431, 2.142)  0.301
H (-4.124, -1.979, 3.849)  0.429
H (-3.026, -3.282, 3.367)  0.371
H (-0.404, 0.168, 4.094)  0.153
H (-0.967, -1.251, 5.004)  0.361
H (-1.962, 0.211, 4.954)  0.408
O (-6.710, -1.527, -2.856)  -0.506
C (-5.930, -2.594, -2.363)  -0.616
C (-4.604, -2.054, -1.906)  -0.174
C (-3.714, -2.853, -1.204)  -1.315
C (-2.516, -2.310, -0.792)  -1.120
N (-2.138, -1.051, -1.044)  0.523
C (-2.988, -0.286, -1.752)  0.110
C (-4.227, -0.748, -2.173)  -0.429
C (-2.539, 1.108, -2.058)  0.199
C (-3.168, 1.926, -2.979)  -0.390
C (-2.702, 3.223, -3.179)  0.374
C (-3.412, 4.130, -4.160)  -0.804
O (-3.860, 3.434, -5.309)  -0.500
C (-1.597, 3.643, -2.452)  -1.312
C (-1.005, 2.753, -1.571)  -1.089
N (-1.466, 1.514, -1.379)  1.063
H (-7.572, -1.857, -3.128)  0.327
H (-5.743, -3.346, -3.134)  0.348
H (-6.413, -3.100, -1.525)  0.371
H (-3.948, -3.888, -0.969)  0.541
H (-1.820, -2.917, -0.224)  0.399
H (-4.923, -0.107, -2.691)  0.650
H (-4.005, 1.580, -3.572)  0.660
H (-2.780, 4.983, -4.410)  0.400
H (-4.304, 4.522, -3.677)  0.270
H (-3.135, 3.334, -5.932)  0.318
H (-1.194, 4.645, -2.572)  0.457
H (-0.126, 3.030, -0.990)  0.770
C (2.530, 3.131, -2.304)  -1.008
Te (3.208, 1.382, -1.301)  0.354
C (4.181, 0.603, -3.021)  -1.142
H (3.390, 3.611, -2.770)  0.438
H (2.088, 3.810, -1.568)  0.270
H (1.788, 2.857, -3.055)  0.315
H (3.455, 0.494, -3.826)  0.378
H (4.615, -0.366, -2.772)  0.446
H (4.971, 1.297, -3.305)  0.416
C (-2.081, 4.680, 1.845)  -0.566
C (-1.401, 4.114, 3.090)  -0.852
N (0.063, 4.059, 3.020)  0.357
C (0.798, 5.036, 3.844)  -0.801
C (0.765, 6.452, 3.284)  -1.058
C (0.681, 3.165, 2.217)  0.766
C (2.186, 3.235, 2.139)  -1.611
N (0.077, 2.257, 1.492)  1.315
H (-3.159, 4.750, 2.011)  0.414
H (-1.915, 4.057, 0.963)  -0.093
H (-1.707, 5.681, 1.624)  0.336
H (-1.780, 3.116, 3.313)  0.095
H (-1.649, 4.729, 3.950)  0.493
H (1.822, 4.704, 3.965)  0.417
H (0.351, 5.021, 4.838)  0.422
H (1.225, 6.495, 2.291)  0.247
H (1.313, 7.125, 3.945)  0.421
H (-0.259, 6.826, 3.206)  0.297
H (2.532, 4.245, 1.915)  0.461
H (2.527, 2.576, 1.349)  -0.408
H (2.648, 2.928, 3.083)  0.418
H (-0.931, 2.296, 1.630)  -0.793
C (3.860, -1.805, 1.516)  -1.146
C (2.713, -1.456, 2.437)  -0.006
O (1.917, -0.353, 1.917)  -0.165
H (4.429, -2.653, 1.914)  0.424
H (4.547, -0.960, 1.410)  0.384
H (3.483, -2.071, 0.524)  0.056
H (3.068, -1.202, 3.436)  0.490
H (2.030, -2.297, 2.540)  0.005
H (2.453, 0.448, 1.947)  -0.012

=====

2.
Here is a structure of composition C34H61BrN5O5PS in a non-equilibrium geometry from the Open Molecules 2025 dataset. Energies are from ωB97M-V/def2-TZVPD.

Properties
E_LUMO, Ha: -0.0314
Spin multiplicity: 3
<S²>: 2.009
Net charge: 0
Total energy, a.u.: -5295.48979
HOMO energy, hartree: -0.287
Frontier orbital gap, eV: 7.0

Last column: Löwdin spin population.
Atoms and positions in Å:
C (0.640, 3.925, 3.416)  0.000
C (0.554, 3.285, 1.938)  0.000
C (0.973, 4.433, 0.938)  0.000
C (1.447, 3.942, -0.497)  0.000
N (1.485, 2.450, -0.586)  0.000
C (2.803, 1.898, -0.512)  0.000
C (3.096, 0.692, -1.323)  0.000
C (2.032, 0.013, -2.236)  0.000
C (0.646, -0.296, -1.517)  0.000
C (0.438, -1.844, -1.198)  0.000
C (-0.955, -1.924, -0.392)  0.000
C (1.558, -2.359, -0.187)  0.000
C (4.490, 0.066, -1.228)  0.000
C (4.856, -1.239, -2.030)  0.000
P (5.536, -0.638, -3.693)  0.000
O (6.971, -0.200, -3.557)  0.000
O (5.388, -1.789, -4.879)  0.000
O (4.680, 0.768, -4.038)  0.000
C (5.566, 0.627, -0.394)  0.000
Br (7.371, -0.148, -0.312)  0.000
C (5.339, 1.849, 0.462)  0.000
N (6.257, 2.446, 1.283)  0.000
S (5.338, 3.717, 1.925)  0.000
N (3.856, 3.480, 1.209)  0.000
C (3.919, 2.397, 0.344)  0.000
H (0.009, 3.298, 4.107)  0.000
H (0.385, 5.014, 3.429)  0.000
H (1.710, 3.744, 3.748)  0.000
H (-0.530, 2.997, 1.808)  0.000
H (1.241, 2.402, 1.958)  0.000
H (1.739, 5.088, 1.433)  0.000
H (0.053, 5.083, 0.798)  0.000
H (0.705, 4.349, -1.247)  0.000
H (2.450, 4.374, -0.787)  0.000
H (1.087, 2.235, -1.509)  0.000
H (2.367, -0.934, -2.728)  0.000
H (1.802, 0.753, -3.068)  0.000
H (-0.181, -0.025, -2.245)  0.000
H (0.498, 0.241, -0.543)  0.000
H (0.325, -2.470, -2.122)  0.000
H (-0.749, -1.782, 0.711)  0.000
H (-1.573, -1.032, -0.707)  0.000
H (-1.499, -2.888, -0.580)  0.000
H (1.034, -2.970, 0.608)  0.000
H (2.031, -1.490, 0.340)  0.000
H (2.281, -3.055, -0.690)  0.000
H (5.682, -1.825, -1.552)  0.000
H (3.981, -1.930, -2.150)  0.000
H (5.948, -1.451, -5.611)  0.000
H (5.297, 1.518, -3.917)  0.000
C (0.276, -0.915, 6.334)  0.001
C (-0.320, -1.714, 5.139)  0.025
C (-1.042, -2.981, 5.639)  0.014
C (-0.098, -4.093, 6.076)  0.001
C (0.895, -4.413, 4.965)  0.013
C (1.663, -3.173, 4.480)  0.025
N (0.762, -2.023, 4.153)  0.340
O (0.180, -2.285, 2.985)  0.571
C (2.685, -2.773, 5.568)  0.001
C (2.545, -3.573, 3.280)  -0.001
C (-1.403, -0.774, 4.566)  -0.001
H (-0.109, 0.106, 6.372)  0.000
H (0.046, -1.382, 7.295)  0.000
H (1.354, -0.787, 6.274)  0.001
H (-1.688, -3.375, 4.845)  0.003
H (-1.708, -2.728, 6.469)  0.001
H (0.425, -3.810, 6.995)  0.000
H (-0.676, -4.989, 6.319)  0.001
H (1.596, -5.175, 5.318)  0.001
H (0.350, -4.867, 4.129)  0.003
H (3.185, -1.834, 5.310)  0.001
H (3.465, -3.532, 5.665)  0.000
H (2.246, -2.671, 6.559)  0.000
H (1.970, -4.011, 2.463)  0.000
H (3.282, -4.324, 3.576)  0.000
H (3.093, -2.711, 2.891)  0.000
H (-0.960, 0.137, 4.154)  0.000
H (-2.099, -0.478, 5.355)  0.000
H (-2.002, -1.246, 3.785)  0.000
C (-6.800, 1.702, -4.536)  0.001
C (-5.657, 1.830, -3.488)  0.025
C (-4.611, 2.864, -3.950)  0.014
C (-3.703, 2.363, -5.066)  0.001
C (-3.052, 1.044, -4.668)  0.013
C (-4.078, -0.021, -4.247)  0.025
N (-5.057, 0.484, -3.234)  0.333
O (-4.430, 0.536, -2.060)  0.580
C (-4.812, -0.521, -5.513)  0.001
C (-3.323, -1.268, -3.747)  -0.001
C (-6.357, 2.420, -2.245)  -0.001
H (-7.777, 1.920, -4.100)  0.000
H (-6.663, 2.385, -5.378)  0.000
H (-6.910, 0.696, -4.935)  0.001
H (-3.979, 3.153, -3.102)  0.003
H (-5.111, 3.780, -4.276)  0.001
H (-4.269, 2.253, -5.996)  0.000
H (-2.928, 3.107, -5.268)  0.001
H (-2.448, 0.675, -5.502)  0.001
H (-2.351, 1.233, -3.846)  0.003
H (-5.623, -1.206, -5.250)  0.001
H (-4.129, -1.070, -6.165)  0.000
H (-5.221, 0.284, -6.122)  0.000
H (-2.643, -1.047, -2.923)  -0.001
H (-2.710, -1.698, -4.544)  0.000
H (-4.020, -2.044, -3.418)  0.000
H (-7.090, 1.722, -1.835)  0.000
H (-6.884, 3.339, -2.512)  0.000
H (-5.655, 2.684, -1.451)  -0.001